No. 1
6
Properties=species:S:1:pos:R:3:forces:R:3 method="wB97M-V/def2-TZVPD" e_tot_ha=-737.2803 relative_energy_kcal_mol=1.9 homo_energy_ev=-12.163 molar_mass_g_mol=108.074 homo_lumo_gap_ev=10.9
C 1.181 1.043 1.349 -0.559 1.090 -0.410
O 0.661 1.952 1.817 -0.616 0.944 1.127
O -0.797 -0.072 -1.960 -0.652 -0.714 -0.099
O -1.203 -1.857 -0.347 -0.341 -0.132 -0.329
O 1.678 0.205 0.760 1.172 -2.056 -0.741
S -1.521 -1.272 -1.618 0.996 0.868 0.452

No. 2
83
Properties=species:S:1:pos:R:3:forces:R:3 method="wB97M-V/def2-TZVPD" e_tot_ha=-4577.2869 relative_energy_kcal_mol=25.0 homo_energy_ev="-11.662 / -13.689" multiplicity=6 molar_mass_g_mol=695.655 charge=+2 homo_lumo_gap_ev="6.7 / 7.2"
Co 0.485 -0.725 -0.753 -0.853 0.549 -0.882
C -2.870 2.459 2.391 0.710 0.803 0.050
N -1.981 1.308 2.217 -0.513 -0.596 -0.431
C -2.402 0.039 2.838 -0.338 0.277 1.719
P -0.516 1.401 1.484 -0.045 0.382 -1.494
O -0.016 0.068 1.000 -0.810 0.903 1.167
O -0.763 2.451 0.177 0.636 -1.052 2.838
P -1.319 2.090 -1.285 1.207 -0.295 -0.960
O -0.875 0.696 -1.678 -0.849 0.923 0.633
N -0.632 3.316 -2.133 0.927 0.142 0.693
C -0.524 3.178 -3.581 -1.309 0.064 0.013
C 0.186 4.448 -1.593 -0.821 -1.093 0.186
N -2.921 2.332 -1.307 0.442 -1.699 -0.202
C -3.797 1.162 -1.108 0.468 -0.209 -0.918
C -3.593 3.611 -1.419 0.719 0.674 -0.044
N 0.619 2.139 2.402 0.448 0.267 -0.390
C 0.532 3.592 2.585 1.162 0.425 1.514
C 1.658 1.387 3.203 0.636 -0.505 -1.456
H -2.595 3.213 1.651 -0.133 -0.048 -0.127
H -2.743 2.986 3.361 -0.261 -0.691 -0.267
H -3.911 2.191 2.205 0.090 -0.141 0.207
H -1.708 -0.757 2.565 -0.266 0.043 -0.026
H -3.456 -0.245 2.640 0.637 0.294 -0.625
H -2.420 0.141 3.967 0.390 -0.057 -1.042
H -1.270 2.452 -3.943 0.353 0.115 0.104
H 0.456 2.903 -3.965 0.209 -0.019 0.257
H -0.833 4.143 -3.967 0.193 0.163 -0.567
H -0.244 5.364 -1.990 0.382 0.190 -0.055
H 1.230 4.291 -1.812 0.334 0.231 -0.729
H 0.194 4.479 -0.509 -0.575 -0.014 0.102
H -3.240 0.234 -0.859 -0.378 0.779 -0.115
H -4.437 0.999 -1.977 0.447 -0.192 -0.449
H -4.517 1.431 -0.393 -0.746 0.036 1.677
H -3.099 4.244 -2.193 -0.607 -0.525 0.406
H -3.541 4.185 -0.470 -0.344 -0.321 -0.398
H -4.614 3.341 -1.680 -0.077 0.668 -0.072
H -0.147 4.119 1.904 0.219 -0.425 0.158
H 1.552 4.034 2.538 -0.550 -0.213 -0.565
H 0.276 3.801 3.639 -0.457 0.046 -0.426
H 1.163 0.493 3.647 0.664 0.580 -0.247
H 2.117 2.009 3.994 -0.783 -0.080 -0.358
H 2.564 1.077 2.532 -1.781 0.303 1.031
N 1.656 -2.313 1.578 -0.277 0.410 -1.215
C 1.184 -3.040 2.384 1.999 1.988 -1.469
C 0.845 -3.846 3.449 -1.220 -2.278 2.498
C 0.373 -3.363 4.715 -0.051 -0.176 -0.685
C -0.274 -4.213 5.604 0.235 0.038 -0.295
C -0.427 -5.568 5.270 -0.378 -0.558 1.596
C 0.111 -6.115 4.117 0.523 -0.889 -0.169
C 0.830 -5.263 3.267 -0.899 0.462 -0.606
H 0.560 -2.337 4.986 -0.256 0.278 -0.085
H -0.666 -3.818 6.552 0.330 -0.279 -0.490
H -0.880 -6.255 6.041 0.253 0.878 -1.100
H -0.014 -7.241 3.953 0.485 1.917 0.009
H 1.301 -5.612 2.360 -0.099 -0.341 -0.095
C 0.621 -4.496 -2.304 -0.845 -0.400 0.355
S -0.513 -3.795 -0.964 0.526 -1.076 0.596
C -2.191 -4.464 -1.293 1.028 1.883 -2.129
O -0.744 -2.299 -1.146 -0.174 -0.426 -0.171
H 0.908 -3.610 -2.854 0.313 0.159 -0.158
H 0.044 -5.171 -2.964 0.269 0.357 0.352
H 1.497 -5.057 -1.864 -1.113 0.875 -0.203
H -2.716 -4.250 -0.390 -0.480 -0.345 0.620
H -2.188 -5.480 -1.675 -0.028 -0.106 0.358
H -2.552 -3.736 -2.084 0.177 -1.011 0.750
S 3.458 -0.944 0.159 1.320 0.540 -0.350
C 2.007 -1.523 0.500 -1.224 -2.661 2.827
C 2.749 -1.520 -4.731 0.558 -0.148 -0.775
N 2.904 -0.369 -3.841 1.007 1.291 -0.414
C 3.826 0.641 -4.119 0.351 -1.323 -0.368
C 4.011 1.660 -3.269 -0.024 -0.100 0.255
C 3.105 1.737 -2.187 0.532 0.896 -0.021
N 2.079 0.920 -2.044 0.110 -0.719 0.865
C 2.061 -0.220 -2.756 -0.706 -0.624 -1.827
O 1.218 -1.153 -2.574 1.324 1.209 0.231
N 3.283 2.754 -1.312 -0.405 -0.558 -0.017
H 3.595 -1.546 -5.467 -0.884 0.258 0.636
H 1.782 -1.457 -5.240 0.265 -0.047 0.002
H 2.792 -2.457 -4.182 -0.041 0.132 0.222
H 4.500 0.542 -4.990 -0.734 -0.347 0.502
H 4.852 2.337 -3.302 -0.149 0.042 -0.447
H 4.156 3.252 -1.252 0.015 -0.066 -0.259
H 2.810 2.607 -0.451 -0.410 0.186 0.763

No. 3
16
Properties=species:S:1:pos:R:3:forces:R:3 method="wB97M-V/def2-TZVPD" e_tot_ha=-362.9190 relative_energy_kcal_mol=104.5 homo_energy_ev=-9.085 molar_mass_g_mol=103.121 homo_lumo_gap_ev=9.9
C -1.494 -0.611 -0.921 -0.025 -0.011 -0.061
C -0.233 -0.404 -0.090 0.034 -0.132 0.019
C 1.006 -0.181 -0.965 -0.297 0.008 -0.249
O 2.217 -0.383 -0.294 0.070 0.115 0.165
N -0.430 0.717 0.849 -0.053 0.068 -0.109
C 0.428 1.088 2.172 0.954 -0.218 0.166
O 1.531 0.638 2.267 -0.745 0.303 -0.054
H -2.375 -0.706 -0.278 0.136 0.012 -0.084
H -1.411 -1.519 -1.527 -0.005 0.132 0.091
H -1.656 0.234 -1.602 0.028 -0.110 0.100
H -0.038 -1.288 0.531 -0.029 0.090 -0.070
H 0.983 -0.903 -1.790 -0.024 0.093 0.112
H 0.937 0.826 -1.416 0.049 -0.130 0.082
H 2.174 0.057 0.573 0.059 -0.100 -0.084
H -0.797 1.571 0.425 0.031 -0.086 0.101
H -0.843 0.863 2.066 -0.183 -0.033 -0.126

No. 4
104
Properties=species:S:1:pos:R:3:forces:R:3 method="wB97M-V/def2-TZVPD" e_tot_ha=-8351.7435 relative_energy_kcal_mol=32.9 homo_energy_ev=-2.616 molar_mass_g_mol=1060.170 charge=-1 homo_lumo_gap_ev=3.5
Cd -0.288 0.404 -1.327 -0.248 -0.160 0.130
C -2.136 -0.323 3.008 -0.038 -0.047 -0.036
C -2.062 -0.214 1.625 0.054 -0.098 0.016
N -0.959 -0.552 0.978 0.301 0.033 0.063
C 0.062 -1.032 1.682 -0.033 0.003 -0.037
C -0.012 -1.102 3.070 -0.062 0.038 -0.123
N -1.105 -0.741 3.732 -0.029 0.014 0.036
C 1.247 -1.510 0.913 -0.029 -0.023 -0.061
C 2.233 -2.271 1.531 0.029 0.060 -0.130
C 3.332 -2.686 0.797 -0.013 0.015 -0.027
C 3.383 -2.358 -0.552 -0.143 -0.012 0.067
C 2.335 -1.642 -1.112 -0.079 0.002 -0.010
N 1.294 -1.225 -0.389 0.244 0.116 0.076
C 2.283 -1.374 -2.583 -0.054 0.004 0.013
C 3.333 -1.670 -3.451 -0.179 0.069 -0.022
N 3.223 -1.509 -4.764 -0.022 0.005 -0.053
C 2.055 -1.073 -5.224 -0.008 -0.014 0.025
C 1.011 -0.739 -4.371 0.014 -0.086 0.027
N 1.148 -0.871 -3.061 0.161 0.034 0.158
C 4.420 -3.467 1.430 -0.030 -0.003 0.009
C 4.153 -4.416 2.411 0.032 0.007 -0.063
C 5.208 -5.117 2.970 -0.053 -0.009 0.021
N 6.480 -4.937 2.630 0.071 -0.058 0.043
C 6.729 -4.027 1.694 0.018 0.032 -0.031
C 5.749 -3.275 1.069 -0.037 0.002 0.041
H -3.044 -0.062 3.536 -0.015 0.006 0.012
H -2.894 0.131 1.026 -0.050 0.019 -0.018
H 0.828 -1.426 3.669 0.008 -0.008 0.026
H 2.159 -2.512 2.579 0.019 -0.013 0.014
H 4.200 -2.713 -1.162 0.030 -0.005 0.006
H 4.285 -2.033 -3.091 0.057 -0.020 0.012
H 1.945 -0.976 -6.297 0.021 0.003 -0.019
H 0.057 -0.368 -4.728 0.041 -0.019 0.029
H 3.139 -4.632 2.719 -0.035 0.011 0.001
H 5.016 -5.866 3.730 0.006 -0.023 0.018
H 7.770 -3.883 1.431 0.040 -0.001 -0.003
H 6.025 -2.531 0.335 -0.009 0.034 -0.030
Br 2.041 2.309 -2.123 0.018 0.032 0.024
C 1.822 2.675 -4.012 0.160 0.036 -0.130
Br 0.002 2.569 -4.630 -0.058 0.036 0.025
H 2.399 1.945 -4.569 -0.020 0.032 0.008
H 2.180 3.682 -4.195 -0.029 -0.050 -0.025
C -2.108 -0.291 -2.128 -0.079 0.505 -0.625
C -2.532 -1.430 -1.910 0.268 -0.174 0.306
C -2.967 -2.715 -1.578 -0.206 -0.008 0.088
C -2.379 -3.841 -2.268 0.051 -0.081 -0.033
C -1.147 -3.703 -2.940 0.042 0.124 -0.026
C -0.568 -4.742 -3.640 0.049 -0.029 -0.027
C -1.181 -5.988 -3.707 -0.049 -0.023 0.014
C -2.401 -6.150 -3.058 0.063 -0.077 -0.073
C -2.988 -5.109 -2.364 -0.055 0.054 0.132
C -3.882 -2.821 -0.465 -0.108 -0.008 0.052
C -3.987 -3.957 0.368 0.066 -0.054 -0.105
C -4.808 -3.977 1.479 -0.060 -0.009 0.104
C -5.581 -2.876 1.830 0.039 -0.020 -0.002
C -5.502 -1.747 1.022 -0.085 0.036 0.066
C -4.684 -1.719 -0.090 0.059 0.056 -0.055
H -0.660 -2.737 -2.892 0.019 0.001 -0.015
H 0.383 -4.583 -4.136 0.040 0.013 -0.029
H -0.728 -6.804 -4.253 0.019 -0.036 -0.016
H -2.914 -7.103 -3.110 -0.015 -0.030 0.001
H -3.953 -5.263 -1.900 -0.024 -0.018 -0.028
H -3.379 -4.825 0.151 0.015 -0.014 0.031
H -4.837 -4.870 2.094 0.004 -0.025 0.015
H -6.220 -2.896 2.703 -0.032 -0.008 0.024
H -6.104 -0.875 1.257 -0.006 0.030 0.003
H -4.645 -0.834 -0.712 -0.011 0.052 -0.010
O 3.942 6.862 4.603 -0.050 0.003 0.015
C 2.834 6.076 4.718 -0.067 -0.005 0.050
O 2.040 6.302 5.593 0.153 0.005 -0.093
C 2.712 4.972 3.735 0.022 0.050 0.018
C 1.877 3.899 4.043 -0.007 0.086 -0.008
C 1.735 2.844 3.169 -0.056 -0.080 0.026
C 2.415 2.808 1.940 -0.019 -0.053 -0.197
S 2.247 1.466 0.841 -0.083 -0.096 0.096
C 3.232 3.906 1.631 0.016 0.041 -0.055
C 3.380 4.962 2.508 -0.021 -0.005 0.064
H 4.526 6.485 3.934 -0.029 0.011 0.038
H 1.340 3.913 4.983 0.006 0.012 0.017
H 1.083 2.019 3.423 -0.014 -0.056 -0.007
H 3.743 3.918 0.677 0.009 -0.012 -0.001
H 3.998 5.800 2.199 0.001 0.010 0.001
C -2.039 5.225 -2.638 -0.018 -0.009 -0.008
C -1.745 4.962 -1.165 0.012 0.005 -0.011
P -1.561 3.171 -0.752 0.079 -0.215 0.258
C -1.094 3.279 1.036 0.043 0.006 0.000
C -1.603 4.426 1.903 0.008 0.007 -0.002
C -3.301 2.571 -0.788 0.024 0.001 -0.090
C -4.286 3.070 0.259 -0.031 0.023 0.047
H -2.259 6.279 -2.813 0.014 0.030 0.010
H -2.899 4.651 -2.984 -0.034 -0.015 -0.002
H -1.193 4.946 -3.262 0.037 -0.024 -0.032
H -2.530 5.394 -0.538 0.022 -0.019 0.000
H -0.809 5.448 -0.874 -0.010 -0.004 -0.008
H -0.001 3.284 1.032 -0.041 0.002 -0.012
H -1.357 2.315 1.483 -0.009 -0.003 -0.019
H -1.294 5.392 1.507 0.020 0.044 -0.012
H -1.181 4.346 2.906 0.016 -0.013 0.032
H -2.687 4.438 1.997 -0.051 -0.003 -0.003
H -3.233 1.479 -0.785 -0.021 0.021 0.004
H -3.663 2.793 -1.797 0.020 0.011 0.006
H -4.015 2.721 1.257 0.012 -0.012 0.026
H -5.288 2.696 0.044 -0.016 -0.021 0.007
H -4.344 4.159 0.298 0.005 0.026 -0.026